1:
C4H10O4 | ωB97M-V/def2-TZVPD

The geometry in XYZ format:
```
18
Properties=species:S:1:pos:R:3:nbo_charge:R:1
O -1.130 1.395 -1.706 -0.584
C -1.069 1.701 -0.551 0.799
O -1.947 2.564 0.019 -0.694
C -0.204 1.039 0.511 -0.508
C 1.307 1.187 0.302 -0.441
C 2.088 -0.091 0.586 -0.062
O 2.644 -0.711 -0.593 -0.724
H -2.634 2.797 -0.627 0.495
H -0.508 1.450 1.467 0.229
H -0.503 -0.008 0.474 0.236
H 1.707 1.988 0.932 0.211
H 1.556 1.532 -0.703 0.236
H 1.493 -0.896 0.989 0.176
H 2.925 0.024 1.280 0.167
H 3.504 -0.314 -0.784 0.464
O -1.569 -5.581 1.101 -0.946
H -1.224 -4.747 0.779 0.473
H -2.522 -5.604 1.002 0.473
```

Its LUMO energy is 0.552 eV. The structure (SMILES) is O=C(O)CCCO.O. The calculation puts the HOMO energy at -0.3862 Eh. As for the frontier orbital gap: 0.4065 Ha.

---

2:
C4H10O4 | ωB97M-V/def2-TZVPD

The geometry in XYZ format:
```
18
Properties=species:S:1:pos:R:3:nbo_charge:R:1
O 0.615 -1.047 -1.141 -0.610
C 0.074 0.014 -0.852 0.789
O 0.868 1.160 -0.538 -0.761
C -1.197 0.449 -1.583 -0.157
O -0.946 0.496 -2.972 -0.687
H 1.772 0.998 -0.856 0.502
H -1.992 -0.272 -1.344 0.178
H -1.503 1.449 -1.281 0.202
H -0.584 -0.364 -3.226 0.478
C -0.688 -0.213 1.319 -0.781
C 1.020 -0.790 1.654 0.019
O 1.965 0.160 1.572 -0.731
H -1.396 -0.987 1.033 0.231
H -0.758 -0.162 2.413 0.247
H -0.924 0.821 1.082 0.231
H 1.008 -1.289 2.625 0.164
H 1.085 -1.460 0.790 0.187
H 1.584 1.037 1.304 0.498
```

Its LUMO energy is 0.626 eV. The structure (SMILES) is O=C(O)CO.CCO. The calculation puts the HOMO energy at -0.3623 Eh. As for the frontier orbital gap: 0.3853 Ha.

---

Result of the stability comparison: 1 is the most stable of them.

---

1:
C2H10N5 | ωB97M-V/def2-TZVPD

The geometry in XYZ format:
```
17
Properties=species:S:1:pos:R:3:nbo_charge:R:1
N 1.198 -2.773 -0.209 -0.861
C 0.878 -2.189 1.045 0.348
N 0.020 -1.269 1.124 -0.709
H 0.992 -3.773 -0.175 0.393
H 2.216 -2.776 -0.287 0.381
H 1.421 -2.580 1.909 0.160
H -0.021 -0.926 2.083 0.365
N -1.480 0.703 -0.059 -0.759
C -0.682 1.618 -0.555 0.677
N -1.159 2.813 -0.973 -0.764
N 0.639 1.379 -0.672 -0.762
H -1.061 -0.151 0.400 0.455
H -2.453 0.939 0.047 0.414
H -2.149 2.841 -1.170 0.412
H -0.603 3.276 -1.679 0.414
H 1.015 0.679 -0.048 0.423
H 1.230 2.190 -0.779 0.412
```

Its LUMO energy is -2.768 eV. The calculation puts the HOMO energy at -0.5087 Eh. As for the frontier orbital gap: 0.4070 Ha. Its total charge is +1.

---

2:
C2H10N5 | ωB97M-V/def2-TZVPD

The geometry in XYZ format:
```
17
Properties=species:S:1:pos:R:3:nbo_charge:R:1
C -0.702 -0.657 0.863 0.305
C 1.319 0.674 -0.617 -0.422
N -1.514 -1.210 -0.124 -0.463
N -1.027 0.677 1.016 -0.483
N -1.976 -0.077 -0.937 -0.284
N -2.010 1.016 -0.061 -0.299
N 1.126 -0.576 0.150 -0.667
H -0.643 -1.298 1.796 0.261
H 2.185 1.242 -0.143 0.233
H 1.451 0.355 -1.599 0.217
H 0.423 1.170 -0.413 0.220
H -1.158 -1.999 -0.683 0.415
H -1.155 1.119 1.883 0.431
H -1.336 0.213 -1.619 0.343
H -2.993 0.986 0.145 0.384
H 1.419 -0.601 1.100 0.400
H 1.522 -1.342 -0.366 0.408
```

Its LUMO energy is -3.196 eV. The calculation puts the HOMO energy at -0.4952 Eh. As for the frontier orbital gap: 0.3777 Ha. Its total charge is +1.

---

Result of the stability comparison: 1 is the most stable of them.

---

1:
C3H5N2O3 | ωB97M-V/def2-TZVPD

The geometry in XYZ format:
```
13
Properties=species:S:1:pos:R:3:nbo_charge:R:1
C 0.068 1.793 -1.708 -0.618
C 0.278 0.461 -1.619 -0.539
C 0.135 -0.083 1.050 0.447
N -0.647 -1.066 1.183 -0.471
N -0.156 -2.369 1.249 0.615
O 0.965 -2.691 0.863 -0.432
O -0.970 -3.185 1.692 -0.434
O -0.183 1.219 1.316 -0.685
H 0.241 2.323 -2.688 0.133
H 0.031 2.402 -0.782 0.155
H 0.223 -0.089 -2.606 0.116
H 1.187 -0.159 0.672 0.224
H -1.172 1.443 1.378 0.491
```

Its LUMO energy (spin up / spin down) is 3.655 / 3.655 eV. The calculation puts the HOMO energy (spin up / spin down) at -0.0886 / -0.0885 Eh. As for the frontier orbital gap (spin up / spin down): 0.2229 / 0.2228 Ha. Its total charge is -1.

---

2:
C3H5N2O3 | ωB97M-V/def2-TZVPD

The geometry in XYZ format:
```
13
Properties=species:S:1:pos:R:3:nbo_charge:R:1
N -1.574 -0.945 0.737 -0.836
C -1.133 0.400 0.343 -0.312
C 0.321 0.632 0.727 0.660
O 0.561 0.985 1.889 -0.695
N 1.291 0.453 -0.184 -0.686
C 1.220 -0.185 -1.528 0.880
O 0.205 -0.872 -1.739 -0.785
O 2.232 0.028 -2.204 -0.756
H -1.144 -1.204 1.619 0.345
H -1.198 -1.569 0.030 0.379
H -1.690 1.151 0.896 0.183
H -1.313 0.455 -0.727 0.229
H 2.222 0.672 0.141 0.394
```

Its LUMO energy is 4.091 eV. The structure (SMILES) is NCC(=O)NC(=O)[O-]. The calculation puts the HOMO energy at -0.1839 Eh. As for the frontier orbital gap: 0.3342 Ha. Its total charge is -1.

---

Result of the stability comparison: 2 is the most stable of them.

---

1:
C3H6ClNO | ωB97M-V/def2-TZVPD

The geometry in XYZ format:
```
12
Properties=species:S:1:pos:R:3:nbo_charge:R:1
C 1.172 0.940 0.313 0.318
C -1.244 -0.575 0.465 -0.530
C 0.406 0.508 -0.747 0.172
N -0.798 0.123 -0.768 -0.422
O 2.218 1.542 0.129 -0.466
Cl 1.746 -1.697 0.383 -0.611
H 0.614 0.774 1.193 0.133
H -0.237 -1.198 0.601 0.289
H -1.136 0.043 1.387 0.224
H -2.213 -1.094 0.325 0.231
H 0.810 0.841 -1.708 0.229
H -1.338 -0.206 -1.572 0.434
```

Its LUMO energy is -1.545 eV. The calculation puts the HOMO energy at -0.3425 Eh. As for the frontier orbital gap: 0.2857 Ha.

---

2:
C3H6ClNO | ωB97M-V/def2-TZVPD

The geometry in XYZ format:
```
12
Properties=species:S:1:pos:R:3:nbo_charge:R:1
C -0.689 0.053 1.495 -0.284
O 0.653 0.406 1.088 -0.548
C 0.755 0.050 -0.511 0.550
C -0.411 -0.293 -1.307 -0.706
N 1.854 0.251 -1.031 -0.451
Cl 3.205 0.664 -0.070 0.138
H -0.816 -1.068 1.671 0.182
H -1.370 0.606 0.857 0.178
H -0.932 0.393 2.579 0.197
H -0.232 -1.058 -2.104 0.259
H -1.234 -0.598 -0.843 0.236
H -0.783 0.594 -1.823 0.250
```

Its LUMO energy is 0.742 eV. The structure (SMILES) is CO/C(C)=N\Cl. The calculation puts the HOMO energy at -0.3633 Eh. As for the frontier orbital gap: 0.3905 Ha.

---

3:
C3H6ClNO | ωB97M-V/def2-TZVPD

The geometry in XYZ format:
```
12
Properties=species:S:1:pos:R:3:nbo_charge:R:1
C -1.361 -0.692 0.405 -0.618
C -0.436 -0.076 -0.637 -0.238
N 0.926 0.017 -0.164 -0.427
Cl 1.772 -1.470 0.041 0.136
C 1.519 1.178 0.176 0.521
O 0.990 2.257 0.084 -0.591
H -1.354 -0.095 1.313 0.216
H -2.375 -0.730 0.017 0.218
H -1.043 -1.704 0.647 0.213
H -0.448 -0.664 -1.560 0.201
H -0.738 0.950 -0.859 0.246
H 2.549 1.028 0.538 0.124
```

Its LUMO energy is 0.555 eV. The structure (SMILES) is CCN(Cl)C=O. The calculation puts the HOMO energy at -0.3564 Eh. As for the frontier orbital gap: 0.3768 Ha.

---

4:
C3H6ClNO | ωB97M-V/def2-TZVPD

The geometry in XYZ format:
```
12
Properties=species:S:1:pos:R:3:nbo_charge:R:1
C 0.437 0.805 1.088 -0.601
C -0.233 -0.247 -0.007 0.075
N 0.716 -1.223 -0.307 -0.826
Cl -1.823 -0.886 0.669 -0.121
C -0.646 0.510 -1.250 0.416
O -0.283 0.219 -2.353 -0.500
H 0.770 0.219 1.937 0.220
H -0.339 1.497 1.402 0.215
H 1.256 1.313 0.607 0.223
H 0.926 -1.855 0.450 0.382
H 0.554 -1.700 -1.185 0.392
H -1.335 1.348 -1.051 0.125
```

Its LUMO energy is 0.718 eV. The structure (SMILES) is C[C@@](N)(Cl)C=O. The calculation puts the HOMO energy at -0.3689 Eh. As for the frontier orbital gap: 0.3952 Ha.

---

Result of the stability comparison: 4 is the most stable of them.